88
Properties=species:S:1:pos:R:3:forces:R:3 method="wB97M-V/def2-TZVPD" gap_ev=5.54 de_lowest_ev=0.000 fmax_ev_per_a=3.02 homo_ev=-5.561 total_energy_ev=-69675.1760
Sn -0.0927 0.5054 -0.0687 0.1 2.6 1.5
C -1.8433 0.8508 -7.2509 -0.7 0.0 -0.2
C -1.8535 -0.4199 -6.8433 -0.7 0.1 -0.7
C -1.0582 -1.5453 -7.4398 0.4 -0.3 0.0
C 0.2973 -1.1592 -8.0588 0.0 -0.6 -0.3
C 1.1586 -0.3374 -7.1388 0.6 0.9 -0.3
C 1.1781 1.0048 -7.0367 0.6 -1.0 -0.7
C 0.3624 1.9674 -7.8423 -0.4 0.4 -0.1
C -0.9990 1.4562 -8.3464 -0.1 0.3 -0.4
C 1.6619 0.5107 1.3721 -0.5 -0.6 -0.1
H -2.6136 1.5349 -6.8689 0.4 -0.3 0.2
H -2.6495 -0.7439 -6.1630 0.3 0.3 0.0
H -1.6471 -2.0725 -8.2128 0.0 0.2 0.3
H -0.8594 -2.2927 -6.6582 -0.1 0.1 -0.1
H 0.8375 -2.0988 -8.2772 -0.2 0.3 0.1
H 0.1506 -0.7030 -9.0483 0.2 -0.1 0.5
H 1.9357 -0.9129 -6.6279 -0.3 0.3 0.2
H 1.9940 1.4725 -6.4852 -0.3 -0.2 0.2
H 0.9358 2.3272 -8.7165 0.0 -0.1 0.3
H 0.1674 2.8621 -7.2323 0.1 -0.2 -0.1
H -1.5448 2.3265 -8.7541 0.2 -0.3 0.2
H -0.8656 0.7957 -9.2155 -0.2 0.2 0.5
H 1.6470 1.4256 1.9666 -0.2 0.1 -0.1
H 2.6098 0.4143 0.8641 0.5 -0.1 -0.1
H 1.5218 -0.3240 2.0534 0.2 -0.1 0.1
P -1.6454 -0.5783 -1.8889 0.7 0.2 1.8
P 1.7315 0.0407 -1.9178 -0.8 -0.3 1.7
C -0.5668 -0.7835 -3.3090 0.9 0.0 -0.8
C 0.7845 -0.6059 -3.2937 -0.7 -0.5 -1.1
C -2.5397 -2.1126 -1.5756 -0.4 -0.5 -0.7
C -2.8884 -2.9213 -2.6690 -0.3 -0.1 0.4
C -3.6258 -4.0876 -2.4568 0.1 0.0 0.3
C -3.9805 -4.4532 -1.1480 0.2 0.3 -0.3
C -3.5993 -3.6597 -0.0560 -0.1 -0.2 -0.1
C -2.8689 -2.4926 -0.2552 0.1 0.4 -0.6
C -2.8199 0.7815 -2.2099 -0.3 -0.1 -0.1
C -2.3555 2.1119 -2.1886 0.0 -0.2 -0.1
C -3.2561 3.1556 -2.3769 -0.4 -0.1 -0.1
C -4.6152 2.8845 -2.5929 0.2 -0.2 0.0
C -5.0748 1.5615 -2.6075 0.0 0.1 0.1
C -4.1869 0.5079 -2.3951 0.4 0.2 -0.1
C 3.1688 -1.0060 -1.5908 0.8 -0.1 -0.7
C 2.9942 -2.2912 -1.0355 0.0 0.5 -0.2
C 4.1035 -3.0945 -0.7906 0.2 0.2 -0.1
C 5.3904 -2.6268 -1.1006 -0.3 0.1 0.0
C 5.5670 -1.3509 -1.6454 0.2 -0.2 0.1
C 4.4649 -0.5358 -1.8847 -0.4 -0.3 0.1
C 2.2795 1.7377 -2.2921 0.0 -0.1 -0.4
C 2.4461 2.6874 -1.2618 -0.1 -0.7 -0.2
C 2.8845 3.9645 -1.5823 0.1 0.1 0.1
C 3.1432 4.3070 -2.9100 -0.1 -0.5 -0.4
C 2.9366 3.3745 -3.9430 0.0 0.3 0.5
C 2.4874 2.0939 -3.6292 0.2 0.0 0.1
H -1.0901 -1.0596 -4.2400 0.7 0.0 0.2
H 1.3861 -0.8790 -4.1735 -0.6 0.2 0.0
H -2.5847 -2.6156 -3.6765 -0.3 -0.2 0.3
H -3.9180 -4.7001 -3.3117 0.1 0.1 0.3
H -4.5525 -5.3663 -0.9926 0.1 0.2 0.0
H -3.8802 -3.9633 0.9581 0.2 0.1 -0.4
H -2.5439 -1.8523 0.5759 -0.2 -0.3 -0.3
H -1.2964 2.3305 -1.9892 -0.6 -0.2 -0.2
H -2.8943 4.1860 -2.3480 -0.2 -0.3 0.0
H -5.3165 3.7040 -2.7499 0.2 -0.2 0.1
H -6.1353 1.3441 -2.7718 0.4 0.1 0.1
H -4.5383 -0.5286 -2.3677 0.1 0.4 -0.1
H 1.9848 -2.6442 -0.8002 0.3 0.1 0.0
H 3.9587 -4.0877 -0.3608 0.1 0.3 -0.1
H 6.2553 -3.2623 -0.9139 -0.2 0.2 0.0
H 6.5732 -0.9888 -1.8883 -0.4 -0.2 0.1
H 4.5930 0.4679 -2.2966 0.0 -0.3 0.1
H 2.2237 2.4048 -0.2285 0.1 0.2 -0.4
H 3.0337 4.6958 -0.7804 -0.1 -0.3 -0.4
H 3.5012 5.3020 -3.1536 0.0 -0.1 0.0
H 3.1330 3.6458 -4.9789 -0.1 0.0 0.2
H 2.3051 1.3554 -4.4175 0.1 0.3 0.3
C -1.3104 -0.1203 1.6518 -0.3 -0.5 2.7
C -1.4220 -0.1313 2.8960 0.4 0.2 -2.8
C -1.3466 -0.0745 4.3204 0.0 0.1 1.5
C -2.4267 0.3606 5.1389 0.3 -0.2 -0.1
C -2.3149 0.3783 6.5343 0.2 -0.1 0.0
C -1.1229 -0.0200 7.1578 0.0 0.0 -0.2
C -0.0280 -0.4043 6.3690 -0.3 0.0 0.1
C -0.1363 -0.4301 4.9776 -0.1 0.0 -0.2
H -3.3628 0.6798 4.6717 0.4 -0.2 0.1
H -3.1705 0.6998 7.1491 0.5 -0.2 -0.4
H -1.0368 -0.0361 8.2539 -0.1 0.1 -0.6
H 0.9145 -0.6948 6.8565 -0.5 0.1 -0.3
H 0.7299 -0.7324 4.3722 -0.5 0.1 0.3

***

98
Properties=species:S:1:pos:R:3:forces:R:3 method="wB97M-V/def2-TZVPD" gap_ev="7.70 / 6.63" de_lowest_ev=0.841 fmax_ev_per_a=2.53 homo_ev="-7.303 / -7.665" multiplicity=2 s2=0.753 total_energy_ev=-258420.6206
K 0.3123 0.5074 0.5753 0.1 -0.1 2.2
N 7.2654 2.2952 3.8675 0.3 0.0 0.2
C 6.2999 2.0251 2.9238 -0.2 -0.1 -0.3
C 5.2830 1.1025 3.1915 0.0 0.0 0.0
C 4.3117 0.8363 2.2457 0.0 0.0 0.1
C 4.3523 1.4765 1.0220 -0.4 0.0 -0.5
C 5.3758 2.3553 0.7237 0.1 0.1 0.0
C 6.3504 2.6275 1.6625 -0.1 0.0 0.1
S 3.0041 1.3376 -0.1265 -0.4 0.6 0.4
O 2.4502 -0.0142 -0.0130 1.7 -0.5 -0.3
O 3.4456 1.6922 -1.4511 0.4 0.2 0.1
N 1.7864 2.2201 0.4172 1.9 -0.3 -0.6
C 1.7438 3.4844 0.7807 0.2 1.1 0.3
N 0.5261 3.8862 1.2290 -0.1 -0.4 0.1
C 0.4056 5.1363 1.6098 0.1 0.2 0.0
C 1.4502 6.0486 1.5541 0.1 0.0 0.0
C 2.6603 5.5380 1.1058 -0.1 0.4 0.1
N 2.8254 4.2874 0.7332 0.2 -0.3 -0.3
H 7.0393 2.0807 4.8241 0.0 0.1 0.0
H 7.7938 3.1411 3.7421 0.0 0.0 0.1
H 5.2454 0.6122 4.1545 0.0 -0.1 0.1
H 3.5197 0.1315 2.4465 -0.1 -0.1 0.1
H 5.3752 2.8215 -0.2488 0.1 0.2 0.0
H 7.1392 3.3325 1.4368 0.1 0.0 0.0
H -0.5726 5.4191 1.9879 0.0 0.1 0.0
H 1.3308 7.0752 1.8559 0.0 0.1 0.0
H 3.5467 6.1621 1.0459 0.0 0.1 0.0
O -1.6662 -0.0113 -0.0312 -2.1 -1.3 -0.5
As -2.2566 1.1059 -1.0584 -1.8 0.6 -1.1
C -1.0377 2.5115 -1.5768 -0.1 -0.1 0.0
C -1.2494 3.8664 -1.3846 -0.3 0.2 0.2
C -0.3036 4.7826 -1.8170 -0.1 0.1 0.0
C 0.8460 4.3473 -2.4534 0.0 0.0 0.0
C 1.0462 2.9938 -2.6796 0.0 0.1 -0.1
C 0.1044 2.0816 -2.2413 0.0 -0.3 0.0
C -3.9711 1.6873 -0.3374 0.2 0.1 -0.1
C -5.0380 0.8241 -0.5767 0.3 -0.2 -0.2
C -6.2919 1.0916 -0.0596 0.0 0.0 0.0
C -6.4863 2.2316 0.7033 0.0 0.0 0.0
C -5.4210 3.0727 0.9818 0.0 0.1 0.1
C -4.1581 2.7952 0.4785 0.3 0.1 -0.1
C -2.7654 0.2733 -2.7297 0.0 0.1 0.0
C -2.3228 -1.0054 -3.0359 0.2 0.1 0.5
C -2.7514 -1.6212 -4.2009 0.0 -0.1 -0.1
C -3.6239 -0.9637 -5.0531 0.0 0.0 0.0
C -4.0506 0.3234 -4.7582 0.0 0.1 0.0
C -3.6165 0.9440 -3.6019 0.1 0.2 0.2
H -2.1444 4.2189 -0.8889 0.0 0.0 0.0
H -0.4642 5.8396 -1.6442 0.0 0.0 0.0
H 1.5868 5.0664 -2.7750 0.0 0.0 0.0
H 1.9459 2.6537 -3.1680 0.0 -0.1 0.0
H 0.2636 1.0163 -2.3983 0.1 0.1 -0.1
H -4.8662 -0.0680 -1.1734 -0.2 0.1 0.0
H -7.1111 0.4151 -0.2524 -0.1 0.0 0.0
H -7.4670 2.4618 1.0894 -0.1 0.0 0.1
H -5.5737 3.9486 1.5977 0.0 0.0 0.0
H -3.3182 3.4367 0.7290 -0.1 0.0 0.0
H -1.6538 -1.5095 -2.3415 -0.1 -0.1 -0.1
H -2.4080 -2.6187 -4.4337 0.0 -0.1 0.0
H -3.9764 -1.4493 -5.9514 0.0 -0.1 -0.1
H -4.7288 0.8366 -5.4240 0.0 0.0 -0.1
H -3.9399 1.9512 -3.3527 -0.1 -0.1 -0.1
C -3.6044 -2.9298 0.2585 0.6 0.0 0.2
Ge -2.1072 -3.4962 1.4583 -0.6 0.1 0.3
C -2.3090 -5.5044 1.6555 0.4 0.8 -0.2
C -2.4924 -2.7488 3.2728 0.2 -0.1 -0.5
Ge 0.0917 -2.4619 0.7106 -0.4 -2.5 0.0
C 1.5129 -3.4080 1.7509 -0.4 0.6 -0.1
C 1.1793 -4.2699 2.7900 -0.3 0.0 -0.1
C 2.1594 -4.8958 3.5397 0.1 -0.1 0.1
C 3.4967 -4.6585 3.2630 0.0 0.0 0.0
C 3.8402 -3.7842 2.2422 0.2 -0.1 0.0
C 2.8560 -3.1560 1.5011 0.0 0.1 -0.1
C 0.3794 -3.0740 -1.1679 -0.2 0.5 0.4
C 1.4393 -2.5906 -1.9260 0.1 0.1 0.1
C 1.6007 -2.9825 -3.2439 0.1 0.0 -0.2
C 0.6935 -3.8519 -3.8314 0.0 0.0 -0.1
C -0.3749 -4.3306 -3.0907 0.0 -0.1 -0.1
C -0.5260 -3.9421 -1.7704 -0.2 0.0 0.3
H -4.5278 -2.8325 0.8191 -0.1 -0.1 0.2
H -3.7593 -3.6470 -0.5420 0.0 -0.1 -0.1
H -3.3674 -1.9630 -0.1767 0.1 0.1 0.0
H -3.2803 -5.7056 2.1000 -0.2 0.1 0.0
H -1.5435 -5.9279 2.2991 0.1 0.0 0.0
H -2.2627 -6.0034 0.6913 0.0 0.0 -0.1
H -3.4703 -3.0698 3.6220 -0.1 -0.1 0.0
H -2.4759 -1.6617 3.2326 0.0 0.1 0.0
H -1.7512 -3.0727 4.0002 0.1 0.0 0.0
H 0.1325 -4.4570 3.0059 0.1 0.0 0.1
H 1.8804 -5.5644 4.3441 0.0 0.0 0.0
H 4.2662 -5.1457 3.8489 0.0 0.0 0.0
H 4.8815 -3.5910 2.0291 0.1 0.0 0.0
H 3.1167 -2.4444 0.7310 0.2 0.0 -0.1
H 2.1318 -1.8921 -1.4798 0.1 0.1 0.0
H 2.4375 -2.6089 -3.8174 0.0 0.1 0.0
H 0.8154 -4.1501 -4.8655 0.0 0.0 0.0
H -1.0888 -5.0099 -3.5405 0.0 0.0 0.0
H -1.3619 -4.3173 -1.1894 -0.1 -0.1 -0.1

***

98
Properties=species:S:1:pos:R:3:forces:R:3 method="wB97M-V/def2-TZVPD" gap_ev="3.42 / 4.31" de_lowest_ev=3.998 fmax_ev_per_a=1.25 homo_ev="-5.029 / -5.929" multiplicity=2 s2=1.036 total_energy_ev=-197033.4034
Re -0.0033 1.5921 0.9053 -0.7 -0.3 0.5
N -0.5325 4.5883 4.0655 0.0 0.1 -0.2
C -0.0295 3.5453 3.3755 0.2 -0.2 0.1
S 0.6871 3.8678 1.8020 -0.2 0.0 -0.1
N -0.0144 2.3561 3.9164 0.1 -0.1 -0.1
N 0.6118 1.5103 3.0191 -0.1 0.0 0.0
C 1.5402 0.7063 3.3558 0.1 0.1 -0.1
C 2.3393 0.2194 2.2358 -0.1 0.0 0.2
C 3.4388 -0.5780 2.4065 0.1 0.0 0.0
C 4.2870 -0.8138 1.3162 0.0 0.0 0.0
C 3.9925 -0.2384 0.1030 0.2 0.2 0.3
C 2.8243 0.5107 -0.0335 -0.3 -0.3 -0.1
N 2.0102 0.7499 1.0181 -0.3 0.1 -0.2
H -0.6831 5.4612 3.5864 0.0 -0.2 0.1
H -1.0260 4.4059 4.9214 0.0 0.0 0.1
H 1.8351 0.5579 4.3900 0.0 0.0 0.0
H 3.6480 -0.9837 3.3866 0.0 0.0 0.0
H 5.1695 -1.4281 1.4288 0.0 0.0 0.0
H 4.6361 -0.3708 -0.7531 0.0 0.2 0.3
H 2.5580 0.9627 -0.9764 0.1 0.1 0.1
C -3.6794 2.7205 3.8823 0.0 0.0 0.0
C -3.2437 1.7616 2.7770 0.0 0.0 0.1
C -4.4411 1.4107 1.8846 0.0 -0.1 0.1
C -2.6248 0.4790 3.2983 0.0 0.2 0.0
C -2.9856 -0.0190 4.5327 -0.1 0.0 0.1
C -2.4824 -1.2291 4.9838 0.0 0.0 0.0
C -1.6756 -1.9774 4.1556 0.0 0.0 0.1
C -1.2935 -1.5435 2.8858 0.1 0.1 0.0
C -0.5261 -2.5772 2.0774 0.0 -0.1 -0.1
C -0.0068 -2.1997 0.7062 -0.1 0.1 0.0
C -1.4157 -3.8203 1.9071 0.0 0.0 0.1
C -1.7053 -0.2500 2.5067 -0.5 -0.1 -0.2
N -1.2090 0.4281 1.3821 1.2 0.1 0.1
H -3.9371 3.6872 3.4482 0.0 0.0 0.0
H -2.8818 2.8658 4.6118 0.0 0.0 0.0
H -4.5614 2.3568 4.4115 0.0 0.0 0.0
H -2.5013 2.2818 2.1690 -0.1 0.0 0.0
H -5.2187 0.9319 2.4834 0.0 0.0 0.0
H -4.1628 0.7159 1.0919 -0.1 0.0 0.1
H -4.8604 2.3078 1.4279 0.0 0.0 0.0
H -3.6618 0.5442 5.1590 0.0 0.0 0.0
H -2.7430 -1.5961 5.9675 0.0 0.0 0.0
H -1.3166 -2.9410 4.4950 0.0 0.0 0.0
H 0.3390 -2.8650 2.6864 0.0 0.0 0.1
H -0.8038 -1.8762 0.0350 0.0 0.0 0.0
H 0.4490 -3.0788 0.2631 0.0 -0.1 -0.1
H 0.7415 -1.4195 0.7245 0.1 0.2 0.0
H -2.2858 -3.5682 1.2976 0.0 0.0 0.0
H -1.7750 -4.2215 2.8551 0.0 0.0 -0.1
H -0.8622 -4.6026 1.3888 0.0 0.0 0.0
Br -4.3209 5.3870 -2.7868 0.0 0.0 0.0
C -3.1023 4.3349 -1.7930 0.0 0.0 0.0
C -3.4946 3.0958 -1.3183 0.0 0.1 0.0
C -2.5968 2.3341 -0.5925 0.1 0.0 0.1
C -1.3058 2.7899 -0.2793 0.1 0.1 -0.4
C -0.9406 4.0325 -0.8225 0.0 -0.1 0.0
C -1.8203 4.8027 -1.5644 0.0 0.0 0.0
H -4.4854 2.7183 -1.5266 -0.1 0.0 0.0
H -2.8995 1.3486 -0.2696 0.1 0.1 -0.1
H 0.0582 4.4198 -0.6850 0.1 0.0 0.0
H -1.5065 5.7562 -1.9648 0.0 0.0 0.0
Ge 1.7493 -1.5254 -2.3357 0.0 0.5 0.6
C 3.7008 -1.6634 -2.4239 0.1 -0.4 -0.6
C 4.4765 -2.6421 -1.7910 0.0 0.1 -0.1
C 5.8659 -2.5804 -1.7980 -0.1 0.0 0.0
C 6.5191 -1.5309 -2.4296 -0.1 0.1 0.0
C 5.7670 -0.5472 -3.0667 0.0 0.0 0.0
C 4.3808 -0.6165 -3.0640 0.0 -0.2 -0.1
C 0.7764 -3.2211 -2.3124 0.0 -0.1 -0.2
C -0.5621 -3.1799 -2.7212 0.0 -0.1 0.0
C -1.3711 -4.3052 -2.6573 0.0 0.0 0.0
C -0.8603 -5.5070 -2.1786 0.0 0.1 0.0
C 0.4646 -5.5683 -1.7718 0.0 0.0 0.0
C 1.2707 -4.4369 -1.8336 -0.1 0.0 -0.1
H 1.3570 -0.8214 -3.6586 0.0 -0.1 -0.1
H 3.9984 -3.4575 -1.2645 0.0 0.0 0.0
H 6.4415 -3.3562 -1.3068 0.0 0.0 0.0
H 7.6003 -1.4828 -2.4339 0.0 0.0 0.0
H 6.2650 0.2733 -3.5687 0.0 0.0 0.0
H 3.8105 0.1583 -3.5665 0.0 0.0 0.0
H -0.9777 -2.2462 -3.0881 0.0 0.0 0.0
H -2.4039 -4.2460 -2.9795 0.0 0.0 0.0
H -1.4897 -6.3860 -2.1237 0.0 0.0 0.0
H 0.8747 -6.5020 -1.4051 0.0 0.0 0.0
H 2.2979 -4.5148 -1.5045 0.0 0.0 0.0
O 0.9532 1.9093 -2.0793 0.0 0.1 0.1
B 0.1001 1.1651 -1.2493 0.0 0.1 -0.1
O -0.8815 0.5223 -2.0057 -0.1 0.0 0.1
C -0.7069 0.9830 -3.2836 0.1 -0.1 -0.1
C -1.4490 0.6960 -4.4023 0.0 0.0 -0.1
C -1.0292 1.2804 -5.5982 0.0 0.0 0.0
C 0.0893 2.1035 -5.6481 0.0 0.0 0.0
C 0.8367 2.3826 -4.5028 0.0 0.1 -0.1
C 0.4060 1.8083 -3.3337 0.0 -0.1 -0.1
H -2.3175 0.0545 -4.3511 0.0 0.0 0.0
H -1.5869 1.0889 -6.5043 0.0 0.0 0.0
H 0.3853 2.5399 -6.5921 0.0 0.0 0.0
H 1.7056 3.0250 -4.5275 0.0 0.0 0.0

***

100
Properties=species:S:1:pos:R:3:forces:R:3 method="wB97M-V/def2-TZVPD" gap_ev=7.02 de_lowest_ev=0.000 fmax_ev_per_a=1.25 homo_ev=-9.621 total_energy_ev=-93534.3201 total_charge=+1
Tl 0.5924 -1.4557 1.7343 0.1 -0.1 0.0
Te -0.5222 3.9865 0.5307 -0.1 -0.2 -0.5
C -0.9226 4.7732 -1.3942 0.0 0.0 0.1
C 0.0025 5.5761 -2.0425 0.0 0.0 0.0
C -0.2626 5.9620 -3.3513 0.0 0.0 0.0
N -1.3567 5.6051 -4.0183 0.0 0.0 0.1
C -2.2445 4.8470 -3.3753 0.0 0.0 0.0
C -2.0791 4.4077 -2.0695 0.0 0.0 0.0
C -0.0035 2.0772 -0.2434 0.0 -0.1 1.2
P 1.6420 1.9983 0.1457 0.0 -0.2 -0.5
C 2.2309 2.0732 1.8535 -0.1 0.1 0.0
C 1.2720 1.9684 2.8616 0.0 0.0 0.0
C 1.6456 2.0188 4.1960 0.0 0.0 0.0
C 2.9819 2.1915 4.5295 0.0 0.0 0.0
C 3.9419 2.3011 3.5321 0.0 0.0 0.0
C 3.5736 2.2383 2.1962 0.0 -0.1 0.0
C 2.5935 3.1090 -0.8952 0.0 0.0 0.0
C 2.4852 2.8921 -2.2688 0.0 0.0 0.0
C 3.1044 3.7589 -3.1542 0.0 0.0 0.0
C 3.8131 4.8515 -2.6719 0.0 0.0 0.0
C 3.9015 5.0813 -1.3053 0.0 0.0 0.0
C 3.2926 4.2112 -0.4128 0.0 0.0 0.0
P -0.9863 0.5435 -0.0919 0.3 0.4 -0.6
C -2.6955 1.1400 0.1342 0.0 -0.2 0.1
C -3.0544 1.5969 1.4029 0.0 0.0 0.0
C -4.3280 2.0807 1.6505 0.0 0.0 0.0
C -5.2718 2.0924 0.6315 0.0 0.0 0.0
C -4.9415 1.5933 -0.6215 0.0 0.0 0.0
C -3.6601 1.1170 -0.8707 0.0 0.0 0.0
C -0.9513 -0.0146 -1.8379 -0.1 -0.1 0.0
C -0.8556 -1.3749 -2.1122 0.0 0.0 0.0
C -0.8221 -1.8346 -3.4240 0.0 0.0 0.0
C -0.8820 -0.9300 -4.4721 0.0 0.0 0.0
C -0.9638 0.4337 -4.2073 0.0 0.0 0.0
C -0.9915 0.8898 -2.8990 0.0 0.0 0.0
H 0.9212 5.8830 -1.5582 0.0 0.0 0.0
H 0.4453 6.5823 -3.8910 0.0 0.0 0.0
H -3.1353 4.5772 -3.9330 0.0 0.0 0.0
H -2.8332 3.7872 -1.5994 0.0 0.0 0.0
H 0.2257 1.8589 2.5934 0.0 0.0 0.0
H 0.8955 1.9370 4.9718 0.0 0.0 0.0
H 3.2764 2.2490 5.5695 0.0 0.0 0.0
H 4.9818 2.4441 3.7954 0.0 0.0 0.0
H 4.3298 2.3075 1.4261 0.0 0.1 0.0
H 1.9024 2.0555 -2.6392 0.0 0.0 0.0
H 3.0201 3.5915 -4.2199 0.0 0.0 0.0
H 4.2923 5.5317 -3.3642 0.0 0.0 0.0
H 4.4380 5.9442 -0.9333 0.0 0.0 0.0
H 3.3419 4.4085 0.6499 0.0 0.0 0.0
H -2.3298 1.5750 2.2099 0.0 0.0 0.0
H -4.5852 2.4479 2.6355 0.0 0.0 0.0
H -6.2654 2.4829 0.8150 0.0 0.0 0.0
H -5.6813 1.5797 -1.4118 0.0 0.0 0.0
H -3.4128 0.7410 -1.8547 0.0 0.0 0.0
H -0.7933 -2.0791 -1.2913 0.0 0.0 0.0
H -0.7397 -2.8955 -3.6259 0.0 0.0 0.0
H -0.8590 -1.2820 -5.4954 0.0 0.0 0.0
H -1.0000 1.1431 -5.0248 0.0 0.0 0.0
H -1.0340 1.9537 -2.6940 0.0 0.0 0.0
O -7.3806 -0.8879 0.9053 0.0 0.0 0.0
C -7.1723 -2.0438 1.6705 0.0 0.0 0.0
N -6.0282 -2.8150 1.2194 0.0 0.0 0.0
C -4.7809 -2.3793 1.5159 0.0 0.0 0.0
O -4.5806 -1.4234 2.2451 0.0 0.0 0.0
C -3.6187 -3.1355 0.9271 0.0 0.0 0.0
C -3.7019 -4.1587 -0.0047 0.0 0.0 0.0
C -2.5348 -4.7428 -0.4708 0.0 0.0 0.0
C -1.3219 -4.2738 -0.0037 0.2 0.0 0.0
N -1.2217 -3.2879 0.8920 -0.3 0.1 0.1
C -2.3518 -2.7461 1.3442 -0.1 0.0 -0.1
H -6.6839 -0.2563 1.1265 0.0 0.0 0.0
H -8.0589 -2.6630 1.5680 0.0 0.0 0.0
H -7.0073 -1.8044 2.7198 0.0 0.0 0.0
H -6.1656 -3.4830 0.4824 0.0 0.0 0.0
H -4.6530 -4.5076 -0.3866 0.0 0.0 0.0
H -2.5639 -5.5458 -1.1939 0.0 0.0 0.0
H -0.3850 -4.6772 -0.3713 0.0 0.0 0.0
H -2.2875 -1.9395 2.0680 0.0 0.0 0.0
O 4.2111 0.6846 -0.3878 0.0 0.1 0.0
N 3.3593 -0.0613 -0.6280 0.0 -0.1 0.1
O 2.0435 0.4180 -0.3102 -0.1 0.2 0.0
O 1.9295 -3.3515 0.2285 -0.1 0.1 0.0
C 2.3566 -4.1971 0.9943 0.1 -0.1 0.0
C 2.7044 -5.5954 0.5611 0.0 0.0 0.0
C 4.1898 -5.8621 0.9008 0.0 0.1 0.0
C 5.1016 -4.6170 0.8237 0.0 0.0 0.0
C 5.1526 -3.7588 2.1009 -0.1 0.0 -0.1
C 3.8756 -2.9630 2.3631 0.0 -0.1 0.0
N 2.7021 -3.8652 2.3023 0.0 0.1 0.0
H 2.5269 -5.6632 -0.5108 0.0 0.0 0.0
H 2.0541 -6.3219 1.0566 0.0 0.0 0.0
H 4.5568 -6.6153 0.2045 0.0 0.0 0.0
H 4.2752 -6.3040 1.8970 0.0 0.0 0.0
H 4.8034 -3.9930 -0.0268 0.0 0.0 0.0
H 6.1157 -4.9543 0.6089 0.0 0.0 0.0
H 5.9941 -3.0648 2.0427 0.0 0.0 0.0
H 5.3437 -4.4131 2.9580 0.0 0.0 0.0
H 3.7370 -2.2018 1.5941 0.0 0.0 0.0
H 3.8992 -2.4636 3.3310 0.0 0.0 0.0
H 2.8869 -4.6956 2.8527 0.0 0.0 0.0